{"formula": "C47H41AlClN4P2", "method": "ωB97M-V/def2-TZVPD", "species": ["Cl", "P", "P", "Al", "N", "N", "N", "N", "C", "C", "C", "C", "C", "C", "C", "C", "C", "C", "C", "C", "C", "C", "C", "C", "C", "C", "C", "C", "C", "C", "C", "C", "C", "C", "C", "C", "C", "C", "C", "C", "C", "C", "C", "C", "C", "C", "C", "C", "C", "C", "C", "C", "C", "C", "C", "H", "H", "H", "H", "H", "H", "H", "H", "H", "H", "H", "H", "H", "H", "H", "H", "H", "H", "H", "H", "H", "H", "H", "H", "H", "H", "H", "H", "H", "H", "H", "H", "H", "H", "H", "H", "H", "H", "H", "H", "H"], "coordinates": [[-6.84657, 2.98274, 1.22291], [0.61433, -1.02545, 2.70193], [0.26521, -0.27908, -2.64404], [-0.50406, 0.63301, 0.77319], [0.18886, 3.37253, -0.51730], [-0.97841, -1.13027, 0.26550], [1.27432, 1.40266, 0.28407], [-1.43151, 1.74217, -0.53679], [-1.47800, -1.98304, 1.29680], [-2.85267, 3.29772, 1.70432], [2.58556, 3.24694, -0.41848], [-1.00719, -1.72346, 2.67598], [2.67879, -3.83757, 0.69331], [1.11133, -1.03021, 6.86296], [2.76087, -2.73204, 3.20347], [3.73705, -4.10327, 1.49501], [-3.52829, 2.01607, -1.65386], [-3.07749, 3.28931, -2.06180], [-2.20330, -2.75049, -0.68490], [3.60173, 1.17511, 0.17428], [-0.52101, 0.26154, -6.60588], [-3.54721, 1.25687, 2.65112], [-1.16304, 2.25916, -5.55390], [-0.09273, 0.51568, -4.24718], [-5.23378, 2.62096, 1.66488], [-2.65897, 1.27620, -0.91726], [1.08749, -3.03877, -3.10569], [3.83289, -3.54669, 2.75961], [3.66330, 2.46047, -0.22058], [1.37928, 0.71895, 4.76484], [0.98277, -0.58089, 4.50428], [-0.10320, -0.28252, -5.42782], [3.57636, -2.21570, -4.13868], [-1.05852, 1.68504, 2.37795], [-2.48759, 2.07094, 2.22249], [1.78728, 1.16141, 5.99576], [-1.30496, -1.15479, -2.31361], [2.36927, 0.66925, 0.48255], [-1.87238, 3.75703, -1.66646], [1.72983, -2.41860, 2.33641], [-1.03209, 2.90868, -0.93486], [-0.68218, 1.80287, -4.32630], [-1.03644, 1.51966, -6.68970], [1.65440, 0.28803, 7.05254], [0.85136, -1.52649, 5.53896], [1.36234, 2.63820, -0.15849], [-2.23029, -2.96303, 0.72824], [2.75104, -1.27261, -3.49003], [-1.43813, -1.66174, -0.91241], [2.03946, -3.98405, -3.44168], [-4.20881, 3.55976, 1.39422], [1.72812, -2.90894, 1.03274], [-4.90272, 1.48810, 2.36964], [1.44059, -1.65989, -3.10583], [3.28534, -3.56384, -3.96448], [1.89291, -5.07825, -3.36234], [4.61476, 2.92739, -0.53510], [1.88033, 0.65992, 8.03721], [-1.44026, 1.96769, -7.57419], [-5.64366, 0.70600, 2.66998], [0.43971, 4.25854, -0.99096], [-0.57016, -0.37863, -7.46928], [1.55470, 1.37257, 3.98813], [0.79963, -2.70286, 0.45650], [-1.38450, -2.04360, -2.97498], [2.60324, 4.21990, -0.90622], [2.95584, -2.34306, 4.20635], [-3.75006, 3.96447, -2.57454], [4.47492, -1.88918, -4.53364], [-4.31003, 4.46793, 0.83412], [0.14603, -3.28234, -2.59549], [-0.43469, 2.60992, 2.29070], [4.49205, 0.60583, 0.30762], [-2.82616, -3.20573, -1.47745], [2.97378, -0.23470, -3.45448], [-2.80962, 0.29698, -0.50648], [-3.30465, 0.33443, 3.14033], [-1.74617, 3.21830, -5.53524], [2.65474, -4.33450, -0.25810], [-4.50098, 1.66131, -1.95448], [-2.49066, -3.91590, 1.20436], [-1.67231, -1.13779, 3.31572], [2.18769, -0.30576, 0.76105], [0.91656, -1.63907, 7.66854], [-0.83198, 2.39048, -3.35304], [-1.56594, 4.71849, -1.98176], [-2.06474, 3.99865, 1.43050], [4.48821, -4.82427, 1.24443], [2.30940, 2.20380, 6.11860], [4.01920, -4.19539, -4.35420], [-1.15029, -2.69321, 3.13411], [-2.11448, -0.44819, -2.58242], [4.60111, -3.88549, 3.48987], [0.47197, -2.56467, 5.30345], [0.20957, -1.31674, -5.42942], [-0.93267, 1.13308, 3.31029]], "orbital_gap_ev": 7.50, "lumo_ev": -2.726, "homo_energy_ha": -0.376, "charge": 1}